(1)
Molecular formula: C22H60N3O10
Method: DFT, ωB97M-V/def2-TZVPD

```
! wB97M-V def2-TZVPD RIJCOSX def2/J DEFGRID3
* xyz -1 1
C -20.8082 -42.9400 20.8993
O -21.6958 -43.8076 20.2382
H -19.9587 -42.4171 20.0222
H -20.0927 -43.5903 21.5656
H -21.3381 -42.1997 21.4251
C -18.7145 -46.7356 22.1720
O -18.1410 -47.4119 20.9344
H -18.0551 -46.6329 23.0657
H -19.6450 -47.3903 22.4807
H -19.1049 -45.7778 21.8791
H -18.6073 -47.0418 20.0857
C -23.8583 -43.3048 17.8810
O -22.4606 -42.8079 17.9599
H -23.9730 -43.3657 18.8871
H -23.9898 -44.3725 17.6244
H -24.3411 -42.6540 17.2340
H -21.9811 -43.3787 18.6274
C -23.9472 -44.8305 22.2616
O -22.6964 -44.3060 22.7537
H -24.5345 -45.3864 23.0797
H -23.8270 -45.6463 21.5828
H -24.5364 -44.1415 22.1417
H -22.2780 -44.2289 21.8798
C -27.4479 -41.3085 20.6076
O -26.4459 -40.6298 19.9323
C -25.2710 -40.2519 20.7325
C -24.1258 -39.9123 19.7143
N -22.9341 -39.9779 20.4343
C -21.8396 -39.4604 19.6041
C -20.5252 -39.3145 20.3639
O -19.4590 -38.9118 19.4753
C -18.7563 -40.0776 18.7852
H -27.7611 -40.5765 21.4966
H -26.9557 -42.2598 21.0389
H -28.4628 -41.5468 20.0554
H -25.0488 -41.0609 21.2893
H -25.6365 -39.3910 21.2915
H -24.4079 -38.8643 19.4795
H -24.1740 -40.3401 18.7934
H -22.8619 -40.9910 20.6226
H -22.2057 -38.6254 19.1189
H -21.7932 -39.8379 18.6571
H -20.0657 -40.3163 20.8003
H -20.7360 -38.3975 21.0018
H -17.8774 -39.5704 18.4354
H -19.4256 -40.4438 18.0811
H -18.3382 -40.7565 19.4760
C -26.4080 -39.9484 24.4539
O -25.0469 -39.7697 24.2674
C -24.3020 -40.9867 24.3504
C -22.8909 -40.7353 24.0375
N -22.2016 -41.9370 24.5327
C -20.6420 -41.7644 24.3810
C -19.9098 -42.9942 24.9309
O -18.5085 -42.6884 25.0299
C -17.6853 -43.8641 25.0653
H -27.0544 -38.9426 24.0660
H -26.7278 -40.3018 25.2272
H -26.7086 -40.6744 23.5689
H -24.6603 -41.8350 23.9741
H -24.4215 -41.4475 25.4062
H -22.3400 -39.9608 24.4549
H -22.8240 -40.4265 23.0284
H -22.4851 -42.7259 24.0057
H -20.4006 -40.8202 24.8372
H -20.3786 -41.4643 23.4917
H -20.2954 -43.8814 24.6301
H -20.1362 -43.2172 25.9995
H -17.9184 -44.6751 24.5737
H -17.7816 -44.2731 26.1214
H -16.5786 -43.6674 24.9247
C -16.1692 -43.5951 17.1679
O -17.3313 -44.2285 16.9357
C -18.1148 -44.5694 18.1212
C -19.2527 -45.5933 17.8124
N -19.8693 -46.0350 19.0159
C -21.0109 -46.9740 18.7391
C -21.4915 -47.5192 20.0035
O -22.4411 -48.5705 19.7524
C -23.0422 -49.1328 20.8936
H -16.3181 -42.8285 17.8741
H -15.8312 -43.1799 16.2445
H -15.3080 -44.2765 17.6605
H -18.6429 -43.7412 18.6825
H -17.5033 -44.8294 19.0746
H -18.8411 -46.4606 17.2094
H -19.9560 -44.9655 17.1762
H -20.3258 -45.2759 19.4862
H -20.6531 -47.8523 18.0173
H -21.8735 -46.2033 18.4092
H -22.0491 -46.7441 20.6187
H -20.8057 -48.0963 20.5639
H -22.2538 -49.9632 21.2586
H -23.8382 -49.6431 20.2957
H -23.6215 -48.3850 21.6918
*
```

The relative energy (zero: lowest compared OMol25 entry of this formula, charge and spin) comes out at 0.0 kJ/mol. For the largest force on an atom, the calculation gives 0.2763 Eh/bohr. As for the energy: -1790.30060 a.u. Its highest occupied orbital energy is -5.29 eV. As for the LUMO energy: 2.623 eV.

Charge distribution, Mulliken scheme, values in e: 1.464 -0.024 -1.074 -0.240 -0.342 0.198 -0.662 0.268 0.154 -0.383 0.363 -0.617 -0.591 0.143 0.249 0.309 0.255 -0.480 -0.560 0.231 0.185 -0.036 0.109 -0.344 -0.432 0.016 -1.331 0.202 -1.307 0.153 -0.534 -0.932 0.116 0.120 0.242 0.058 0.287 0.406 0.676 -0.332 0.780 0.601 -0.031 0.239 0.374 0.366 0.375 -0.841 -0.369 -1.061 -0.218 -0.394 -0.717 -0.906 -0.331 -0.591 0.206 0.650 0.071 0.511 0.509 0.642 -0.014 0.528 0.658 0.281 0.543 0.439 0.111 0.342 0.259 -0.672 -0.340 0.226 -0.590 0.596 -0.400 0.464 -0.404 -0.606 0.277 0.290 0.225 -0.366 0.295 0.365 0.198 -0.447 0.316 -0.010 -0.366 0.256 0.264 0.277 0.158

(2)
Molecular formula: C22H60O8
Method: DFT, ωB97M-V/def2-TZVPD

```
! wB97M-V def2-TZVPD RIJCOSX def2/J DEFGRID3
* xyz 1 2
C 0.1259 0.0593 -1.7025
C 0.5909 0.2354 -0.2576
O 1.4051 -0.8775 0.1186
H 0.7682 -0.7420 -2.0676
H 0.2740 0.9555 -2.3051
H -0.8806 -0.3163 -1.8865
H -0.2915 0.2109 0.3818
H 1.1690 1.1232 -0.0012
H 1.0096 -1.2102 0.9276
C -0.4398 3.0585 3.1743
C 0.8128 3.6379 2.4874
O 1.7967 2.7699 2.5141
H -0.2756 2.9723 4.2484
H -0.6442 2.1240 2.6519
H -1.2811 3.7104 2.9389
H 1.2323 4.5648 2.8785
H 0.5401 4.0843 1.5311
H 2.5840 3.1476 2.1151
C 0.4323 -4.7668 1.3587
C 0.1543 -5.1028 2.9151
C 1.2152 -4.7708 3.8762
O -1.0007 -4.3688 3.2834
H -0.3053 -5.2538 0.7209
H 1.3792 -5.1822 1.0141
H 0.4782 -3.6988 1.1453
H -0.0860 -6.1527 3.0827
H 1.2565 -3.7039 4.0955
H 2.2274 -5.0545 3.5882
H 1.0523 -5.2126 4.8592
H -0.8950 -3.4416 3.0581
C -3.1325 -1.9228 2.0844
C -2.0229 -1.0030 2.6004
C -2.4072 -0.4597 4.0080
O -0.7932 -1.6943 2.6180
H -3.0923 -2.3360 1.0766
H -4.0721 -1.3703 2.0750
H -3.2651 -2.8417 2.6555
H -2.0848 -0.2038 1.8618
H -1.5181 0.0735 4.3447
H -2.5213 -1.2821 4.7142
H -3.2828 0.1891 3.9865
H -0.0476 -1.1614 2.9038
C -4.3587 -1.3173 -5.2976
C -3.0442 -1.4635 -4.5486
C -1.7616 -2.0560 -5.2118
O -2.7541 -0.1490 -3.9976
H -4.7010 -2.3078 -5.5975
H -4.1051 -0.9257 -6.2827
H -5.1888 -0.7941 -4.8229
H -3.2134 -2.0234 -3.6289
H -1.7670 -3.1451 -5.2546
H -0.8097 -1.8710 -4.7140
H -1.6564 -1.5505 -6.1717
H -2.1024 0.2690 -4.5653
C 1.0560 -0.9385 5.6964
C 1.4113 0.2882 4.9362
C 2.8479 0.6166 5.1098
O 1.2073 0.0933 3.5476
H 1.6351 -1.8268 5.4443
H -0.0208 -1.1065 5.7158
H 1.3748 -0.7853 6.7274
H 0.7877 1.1464 5.1867
H 3.1451 0.8048 6.1415
H 2.9990 1.6503 4.7990
H 3.5297 -0.0549 4.5879
H 1.4650 0.9146 3.1227
C -1.5605 5.8860 -3.4036
C -2.1409 5.0771 -2.2366
C -1.0368 4.1814 -1.6031
O -2.5129 6.0806 -1.3232
H -1.1473 5.1766 -4.1207
H -0.6271 6.3532 -3.0895
H -2.0888 6.7993 -3.6773
H -3.0613 4.5511 -2.4902
H -1.4681 3.5813 -0.8018
H -0.1068 4.6103 -1.2300
H -0.6768 3.4680 -2.3444
H -2.0660 6.8904 -1.5803
C 3.0833 -0.4588 -3.7932
C 3.8436 0.1592 -4.9731
C 4.9861 -0.7771 -5.4945
O 2.9529 0.3018 -6.0247
H 3.8618 -0.8496 -3.1379
H 2.4293 -1.2823 -4.0798
H 2.5558 0.3537 -3.2935
H 4.2698 1.1415 -4.7691
H 5.6455 -0.3070 -6.2240
H 4.4688 -1.5464 -6.0678
H 5.6615 -1.0640 -4.6884
H 2.5946 -0.5802 -6.1486
*
```

The relative energy (zero: lowest compared OMol25 entry of this formula, charge and spin) comes out at 100.0 kJ/mol. For the largest force on an atom, the calculation gives 0.1004 Eh/bohr. As for the energy: -1475.65531 a.u. Its highest occupied orbital energy (alpha / beta) is -11.45 / -11.45 eV. As for the LUMO energy (alpha / beta): -2.215 / -8.853 eV.

Charge distribution, Mulliken scheme, values in e: -1.185 0.974 -0.615 0.241 0.264 0.365 -0.435 0.180 0.129 -0.570 -0.279 -0.421 0.238 -0.163 0.486 0.396 0.155 0.237 -0.856 0.467 -0.820 -0.113 0.378 0.393 0.135 0.314 -0.069 0.385 0.372 0.476 -1.777 0.952 -1.077 -0.217 0.391 0.419 0.394 0.173 0.029 0.290 0.427 0.005 -1.314 0.580 -1.197 -0.490 0.376 0.310 0.320 0.169 0.370 0.235 0.374 0.281 -1.431 1.035 -1.502 -0.247 0.230 0.287 0.485 -0.012 0.441 0.357 0.312 -0.009 -1.567 0.442 -0.984 -0.562 0.368 0.435 0.427 0.265 0.265 0.282 0.286 0.329 -0.919 0.117 -1.144 -0.539 0.290 0.336 0.207 0.342 0.337 0.274 0.336 0.349